Here is a 7-piece molecular cluster, C26H58O18P2S5 overall at a distorted geometry from the OMol25 dataset. Energies are from ωB97M-V with the def2-TZVPD basis set.

Geometry (Å):
C1 3.07385 1.95453 -1.87836
O1 2.41641 0.76724 -2.27490
P1 1.12364 0.05380 -1.56119
O2 1.14968 -1.43254 -1.43353
O3 1.08110 0.83759 -0.11565
C2 1.40247 0.07592 1.07981
O4 -0.16022 0.61854 -2.26226
C3 -0.59032 0.12626 -3.47934
H1 2.62561 2.40075 -0.99062
H2 2.94130 2.62701 -2.72588
H3 4.11638 2.03943 -1.57175
H4 0.60267 0.29777 1.78636
H5 2.35849 0.35207 1.52463
H6 1.46183 -0.99992 0.91506
H7 -0.99298 -0.85453 -3.22631
H8 0.09980 0.15792 -4.32246
H9 -1.53413 0.63778 -3.66823
C4 -1.61797 3.42172 -2.02028
O5 -2.73957 2.99172 -1.37248
P2 -3.99708 3.98799 -1.15574
O6 -3.58081 5.37334 -1.01486
O7 -4.70469 3.45904 0.18990
C5 -4.30556 3.67946 1.43805
O8 -5.00966 3.47269 -2.40772
C6 -5.24906 2.09386 -2.58246
H10 -0.72485 3.00075 -1.55852
H11 -1.57935 4.50126 -2.16588
H12 -1.47686 3.01020 -3.01970
H13 -5.16806 4.06717 1.98014
H14 -3.66878 4.56141 1.50726
H15 -3.91557 2.75990 1.87440
H16 -6.31765 1.87967 -2.56346
H17 -4.94821 1.44565 -1.75939
H18 -4.98140 1.75427 -3.58303
O9 6.67702 6.40408 0.92693
S1 5.51895 5.66317 0.30212
O10 4.31727 6.32690 0.00500
C7 6.16991 4.61557 -1.08809
C8 6.90022 3.54199 -0.30708
C9 5.96932 3.09429 0.80025
C10 5.07010 4.24877 1.35298
H19 6.64572 5.31421 -1.77627
H20 5.24382 4.17811 -1.46101
H21 7.11901 2.68466 -0.94365
H22 7.91610 3.81387 -0.02044
H23 6.45118 2.63714 1.66449
H24 5.50323 2.19965 0.38736
H25 5.04935 4.42852 2.42786
H26 4.04371 4.13978 1.00264
O11 -1.38912 -0.47300 2.76168
S2 -2.12830 -1.64596 2.36229
O12 -2.20079 -2.78472 3.23337
C11 -3.80930 -0.90673 2.04357
C12 -3.79923 -0.51027 0.50824
C13 -2.65965 -1.17834 -0.31885
C14 -1.72943 -2.05012 0.59774
H27 -3.94535 -0.24774 2.90108
H28 -4.37613 -1.83134 2.15266
H29 -4.77062 -0.71630 0.05876
H30 -3.79192 0.55396 0.27272
H31 -2.02612 -0.39746 -0.73951
H32 -3.01862 -1.68742 -1.21331
H33 -0.65133 -2.15856 0.47922
H34 -2.27561 -2.99304 0.62394
O13 -0.55502 -4.20072 -3.98854
S3 -2.02685 -4.20695 -3.85508
O14 -2.83806 -2.98067 -4.17944
C15 -2.87916 -5.60832 -4.72520
C16 -3.08806 -6.70982 -3.64601
C17 -3.58015 -5.95551 -2.41218
C18 -2.50260 -4.91816 -2.16213
H35 -2.27016 -5.77912 -5.61292
H36 -3.87180 -5.29047 -5.04415
H37 -3.61174 -7.60887 -3.97094
H38 -2.13037 -7.12692 -3.33466
H39 -3.71028 -6.51355 -1.48495
H40 -4.59577 -5.62593 -2.63129
H41 -1.60480 -5.48258 -1.91015
H42 -2.60083 -4.16299 -1.38228
O15 0.29326 -5.35747 0.21629
S4 1.38671 -5.28626 1.16128
O16 1.05917 -5.24177 2.57278
C19 2.70004 -6.56028 0.80434
C20 4.02518 -5.90274 0.51569
C21 3.71925 -4.44428 -0.04573
C22 2.54565 -3.84794 0.74698
H43 2.37307 -6.78408 -0.21110
H44 2.64149 -7.44861 1.43325
H45 4.62894 -5.76679 1.41296
H46 4.64523 -6.34372 -0.26481
H47 3.40185 -4.52129 -1.08565
H48 4.46906 -3.66253 0.07578
H49 2.04575 -2.96310 0.35294
H50 2.81332 -3.59986 1.77406
O17 1.94001 4.74558 3.98819
S5 1.22726 3.45481 4.04204
O18 2.02414 2.24155 4.00364
C23 0.22862 3.51024 5.57008
C24 -1.14874 2.94950 5.21834
C25 -1.52714 3.22606 3.73822
C26 -0.16934 3.40830 2.90290
H51 0.11751 4.58346 5.72480
H52 0.75307 3.07567 6.42108
H53 -1.28355 1.87953 5.37669
H54 -1.95087 3.49631 5.71399
H55 -1.98622 4.21466 3.73601
H56 -2.27798 2.62217 3.22866
H57 -0.10200 4.42559 2.51731
H58 0.05906 2.68445 2.12061

Kohn-Sham gap: 10.3 eV
SMILES string: COP(=O)(OC)OC.COP(=O)(OC)OC.O=S1(=O)CCCC1.O=S1(=O)CCCC1.O=S1(=O)CCCC1.O=S1(=O)CCCC1.O=S1(=O)CCCC1
E_LUMO: 0.282 eV
Maximum force: 0.112 hartree/bohr
Net charge: 0